Formula: C3HFO2Yb
Source: the Open Molecules 2025 dataset
Level of theory: ωB97M-V/def2-TZVPD

Results
Energy above the lowest of the compared OMol25 structures with the same formula, charge and spin, eV: 0.3654
F_max, eV/Å: 3.56
Net charge: +1
⟨S²⟩: 0.76
Spin multiplicity: 2

CARTESIAN COORDINATES (ANGSTROEM)
F -1.81997 1.19583 0.41334
O -0.82177 -0.84536 0.74526
O 0.51291 -0.42213 -1.00309
C -1.96788 -0.26287 0.17888
C -2.86362 -0.83760 -0.57219
C 0.39024 -0.64053 0.22777
H -3.55463 -0.10564 -1.01860
Yb 2.45439 0.74095 0.10351



Formula: C5H14O
Source: the Open Molecules 2025 dataset
Level of theory: ωB97M-V/def2-TZVPD

Results
Energy above the lowest of the compared OMol25 structures with the same formula, charge and spin, eV: 0.3620
F_max, eV/Å: 1.70

CARTESIAN COORDINATES (ANGSTROEM)
C 0.36639 -1.39200 -0.09936
C -0.08874 -0.15080 0.71665
C -1.60925 -0.03663 0.44718
C 0.19853 -0.29483 2.20157
C 0.69119 1.04914 0.26367
H 0.05379 -1.21080 -1.14150
H -0.06621 -2.34951 0.23627
H 1.46600 -1.47359 -0.07103
H -1.79502 -0.23307 -0.62217
H -1.90666 1.00167 0.67100
H -2.23713 -0.71897 1.04449
H -0.42156 -1.14065 2.54318
H -0.23014 0.63961 2.60117
H 1.21614 -0.41753 2.60902
H 0.53324 1.98864 0.81955
H 0.44925 1.22372 -0.79821
H 1.75536 0.76946 0.34066
O 0.87760 0.71904 -3.82327
H 0.79890 1.58991 -4.27454
H -0.05167 0.43717 -3.66432



Formula: C22H66N8O18
Source: the Open Molecules 2025 dataset
Level of theory: ωB97M-V/def2-TZVPD

Results
Total energy, eV: -72656.80774
F_max, eV/Å: 7.16
Net charge: -2

CARTESIAN COORDINATES (ANGSTROEM)
C -0.11518 -0.98690 0.61284
C 1.04094 -0.53137 -0.31483
C 0.49705 0.32428 -1.58730
O 2.14612 0.10863 0.33936
H -1.00102 -1.19095 0.01138
H -0.35958 -0.20006 1.32646
H 0.17958 -1.86878 1.18162
H 1.48433 -1.38160 -0.83312
H 0.20092 1.31919 -1.25481
H -0.34568 -0.05447 -2.16561
H 1.31978 0.53297 -2.27116
C 3.97504 -2.69258 3.73468
C 4.05132 -3.62818 2.55028
C 2.65799 -3.64318 1.95005
O 4.97703 -3.24476 1.53763
H 4.99872 -2.54327 4.07801
H 3.27010 -3.09441 4.46248
H 3.58918 -1.71495 3.44582
H 4.24898 -4.60922 2.98223
H 2.40383 -2.66772 1.53535
H 1.86225 -3.89899 2.64967
H 2.39976 -4.32613 1.14073
C -4.90848 -1.76767 -0.24032
C -3.76525 -1.88491 0.81818
O -4.18111 -2.37206 2.13675
O -5.76166 -0.73372 0.04105
H -5.30071 -2.78379 -0.28196
H -4.58683 -1.50790 -1.24886
H -3.45751 -0.84935 0.96312
H -2.85424 -2.41126 0.53335
H -4.23445 -1.69443 2.81466
H -6.26063 -0.95098 0.83189
C -3.09089 -0.47404 -3.39295
C -2.61430 -1.91840 -3.09272
O -3.51260 -2.88275 -3.67109
O -2.91350 -0.12430 -4.79220
H -2.50941 0.18901 -2.75237
H -4.15041 -0.36300 -3.16236
H -2.61615 -2.21200 -2.04301
H -1.66464 -2.22440 -3.53161
H -3.16092 -3.77004 -3.56796
H -3.06064 0.80438 -4.98589
C 1.89598 0.52026 5.40261
C 2.17737 0.82777 3.88006
O 1.63894 -0.19881 3.12515
O 2.54216 -0.72063 5.87133
H 0.83529 0.54690 5.65228
H 2.34816 1.34944 5.94676
H 3.26721 0.84229 3.86892
H 1.77327 1.81896 3.67426
H 1.69209 0.01192 2.19007
H 2.33086 -1.40134 5.22823
C -1.81429 3.34391 3.27506
C -0.76293 4.14656 4.08603
O -0.82236 5.43268 3.55809
O -1.41031 1.93098 3.25467
H -1.76419 3.60239 2.21734
H -2.78393 3.63585 3.67840
H 0.22172 3.77491 3.80238
H -0.89973 4.07197 5.16483
H -0.28230 5.49944 2.76722
H -0.71035 1.89389 2.59871
C 1.04178 3.54538 -5.80528
C 1.42781 2.12093 -5.31875
O 2.67765 1.93351 -4.60827
O 0.71916 4.47439 -4.76576
H 0.19241 3.49344 -6.48645
H 1.99085 3.86400 -6.23637
H 1.27695 1.38140 -6.10515
H 0.72967 1.90988 -4.50872
H 2.51953 1.31596 -3.89047
H 0.18055 3.97791 -4.14526
C 1.59659 4.84444 0.53230
C 2.01476 3.61895 1.23680
O 1.05341 2.55221 1.42465
O 0.82128 5.65296 1.36710
H 1.05704 4.66284 -0.39722
H 2.51810 5.38947 0.32770
H 2.53469 3.81594 2.17433
H 2.85739 3.23819 0.65967
H 1.39280 1.75717 1.00713
H 0.60170 6.40556 0.81304
C 3.14601 -1.90493 -4.25386
O 3.27433 -1.05878 -3.37052
N 3.95949 -2.01202 -5.23783
N 2.18869 -2.75326 -4.29114
H 4.60242 -1.24351 -5.36484
H 3.64319 -2.54628 -6.03446
H 2.26932 -3.61221 -4.81632
H 1.42978 -2.68932 -3.62777
C -0.85486 -1.73140 4.67631
O -1.63527 -2.13631 5.44936
N 0.21536 -2.36309 4.22782
N -1.24182 -0.63676 4.05318
H 0.57263 -3.13762 4.76871
H 0.72602 -1.78025 3.58004
H -2.03910 -0.14293 4.42811
H -0.51459 -0.09445 3.60919
C -0.30565 -4.30309 -1.47557
O 0.70007 -3.88712 -1.94367
N -1.09786 -5.08898 -2.15985
N -0.74359 -4.08450 -0.26376
H -0.74967 -5.25668 -3.09299
H -1.78373 -5.70070 -1.74093
H -1.45883 -4.65353 0.16604
H -0.14573 -3.52532 0.32782
C -2.33857 3.11719 -2.93689
O -1.40391 2.96614 -3.66912
N -2.25331 2.76286 -1.65716
N -3.48148 3.65550 -3.30818
H -3.03013 2.70554 -1.01422
H -1.37605 2.44323 -1.27201
H -3.65648 4.11806 -4.18881
H -4.17087 3.61450 -2.57118